Computed, not measured: H16HfO8 as an isolated structure in a non-equilibrium geometry, with ωB97M-V with the def2-TZVPD basis set.

Geometry as XYZ:
```
25
Properties=species:S:1:pos:R:3:forces:R:3
Hf 14.0080 -13.0820 11.8050 -0.8 0.0 0.2
O 14.6120 -11.5150 13.1650 0.8 1.5 1.4
H 14.0400 -11.1360 13.8580 -0.6 0.1 -0.2
H 15.4500 -11.2630 13.6220 0.4 -0.4 -0.6
O 14.3740 -13.8900 13.8450 0.7 -0.8 -0.8
H 14.8960 -14.6750 14.0300 1.1 -0.6 -0.2
H 13.7620 -13.9910 14.5560 -1.4 0.6 1.4
O 12.1320 -12.6530 12.8510 -1.2 -0.5 0.4
H 11.9760 -11.7610 13.1530 -0.2 1.1 0.4
H 11.2870 -13.0890 13.1590 0.7 -0.1 -0.5
O 15.4290 -14.6360 11.3450 3.0 -0.4 -0.5
H 16.3700 -14.3680 11.0370 -1.6 -0.4 0.5
H 15.5420 -15.6140 11.4600 -0.4 0.4 0.1
O 13.1390 -11.1100 10.8950 0.4 -1.5 0.5
H 13.4290 -10.5320 10.1880 0.5 0.5 -0.7
H 12.2630 -10.8110 11.0870 -1.4 0.6 0.1
O 12.7920 -14.9830 11.8650 0.7 0.3 -1.3
H 12.7500 -15.6000 11.1080 -0.2 0.0 0.2
H 12.2030 -15.3510 12.5140 -0.7 -0.6 0.9
O 15.6180 -12.0400 10.7990 0.1 -0.1 1.4
H 15.8810 -11.9180 9.8980 0.4 -0.1 -1.8
H 16.1110 -11.3650 11.2830 0.4 0.5 0.2
O 13.6680 -13.5760 9.7400 -1.6 0.3 -0.1
H 12.7240 -13.5280 9.4550 0.4 0.3 -0.5
H 14.0370 -14.3320 9.2780 0.5 -0.5 -0.7
```
Forces are in eV/Å.

Its orbital gap is 12.30 eV. As for the total charge: +4. As for the energy relative to the best compared isomer or geometry (same formula, charge and spin): 18.7 kcal per mole.

The computed Mulliken charges, all in e, follow:
1. Hf 2.303
2. O -0.469
3. H 0.325
4. H 0.350
5. O -0.476
6. H 0.340
7. H 0.351
8. O -0.568
9. H 0.360
10. H 0.333
11. O -0.498
12. H 0.382
13. H 0.366
14. O -0.416
15. H 0.314
16. H 0.293
17. O -0.506
18. H 0.334
19. H 0.306
20. O -0.360
21. H 0.335
22. H 0.299
23. O -0.474
24. H 0.392
25. H 0.381

---

Computed, not measured: C14H6Cl2NO6Ti as an isolated structure, with ωB97M-V with the def2-TZVPD basis set.

Geometry as XYZ:
```
30
Properties=species:S:1:pos:R:3:forces:R:3
Ti 0.3331 -0.1178 0.3230 -0.1 0.4 -0.3
O -0.1014 -4.0295 1.9109 0.0 0.0 0.0
C -0.1350 -2.8512 1.7161 0.0 -0.1 0.1
O 1.7942 -1.9385 0.3702 -0.2 0.0 0.0
C -1.4451 -2.0927 1.6356 0.0 0.0 0.1
C -2.6016 -2.5364 2.2525 0.0 0.0 -0.1
C -3.7060 -1.6865 2.2766 0.0 0.0 0.0
C -3.6266 -0.4103 1.7291 0.0 -0.1 -0.1
C -2.4412 -0.0486 1.1176 -0.2 0.1 0.1
N -1.4154 -0.8891 1.0648 0.3 -0.1 0.1
C -2.0865 1.3281 0.6058 0.3 0.1 -0.2
O -2.8166 2.2512 0.5170 -0.1 -0.1 0.0
O -0.7490 1.3554 0.2944 0.0 -0.4 0.1
H -2.6164 -3.5109 2.7201 0.0 0.0 0.0
H -4.6165 -2.0086 2.7633 0.0 0.0 0.0
H -4.4404 0.2989 1.7868 0.0 0.0 0.0
Cl 2.1209 -6.3569 -2.2351 0.0 0.0 0.0
C 1.5284 -4.7621 -1.9627 0.0 -0.1 0.0
C 0.6490 -4.2055 -2.8827 0.0 0.1 0.0
C 0.1541 -2.9240 -2.6869 0.1 -0.1 0.0
Cl -0.9393 -2.2161 -3.7998 0.0 0.0 0.0
C 0.5587 -2.2174 -1.5615 -0.2 0.0 0.0
O 0.1236 -0.9630 -1.2593 0.2 0.2 0.1
C 1.4363 -2.8049 -0.6627 0.0 -0.1 0.0
C 1.1953 -2.0133 1.6948 -0.1 0.0 0.2
O 0.9742 -0.6759 1.9650 -0.1 0.0 -0.1
C 1.9509 -4.0692 -0.8339 -0.1 0.1 0.0
H 0.3463 -4.7697 -3.7529 0.0 0.0 0.0
H 1.8867 -2.4757 2.4007 0.0 0.0 -0.1
H 2.6448 -4.5038 -0.1293 0.0 0.0 0.0
```
Forces are in eV/Å.

Its orbital gap is 6.97 eV. As for the total charge: +1. As for the energy relative to the best compared isomer or geometry (same formula, charge and spin): 51.7 kcal per mole.

The computed Mulliken charges, all in e, follow:
1. Ti 0.992
2. O -0.483
3. C 0.178
4. O -0.554
5. C 0.472
6. C -0.875
7. C -0.229
8. C -0.731
9. C 0.453
10. N 0.208
11. C 0.706
12. O -0.455
13. O -0.668
14. H 0.539
15. H 0.477
16. H 0.518
17. Cl -0.172
18. C 0.279
19. C -0.586
20. C 0.180
21. Cl -0.162
22. C 0.266
23. O -0.706
24. C 0.876
25. C 0.339
26. O -0.607
27. C -0.713
28. H 0.466
29. H 0.498
30. H 0.495

---

Computed, not measured: C39H31F10N4OPS2Sc as an isolated structure, with ωB97M-V with the def2-TZVPD basis set.

Geometry as XYZ:
```
89
Properties=species:S:1:pos:R:3:forces:R:3
Sc 1.8480 0.9414 0.4276 0.0 -0.5 0.0
C -1.2725 -1.4930 -2.4328 0.0 0.1 0.0
C -0.5381 -0.3709 -1.7357 -0.2 0.1 -0.1
N 0.0780 -0.5240 -0.6243 0.0 0.0 0.1
N -0.0041 -1.8211 -0.0918 0.0 0.2 -0.1
C 1.1547 -2.2880 0.1983 -0.1 -0.2 0.1
S 2.6749 -1.5386 -0.0578 0.5 -0.2 0.0
S 1.0372 -3.8869 1.0097 -0.1 0.1 0.1
C 2.3392 -4.7708 0.1264 0.1 -0.2 -0.1
C 1.9221 -5.1620 -1.2659 0.0 0.0 0.0
C 1.2035 -6.3354 -1.4898 0.0 0.0 0.0
C 0.7815 -6.6818 -2.7664 0.0 0.0 0.0
C 1.0705 -5.8508 -3.8428 0.0 0.0 0.0
C 1.7829 -4.6772 -3.6285 0.0 0.0 0.0
C 2.2088 -4.3350 -2.3504 0.0 0.0 0.0
C -0.5015 0.9327 -2.4278 0.0 0.0 0.0
C -1.5400 1.3114 -3.2850 0.0 0.0 0.0
C -1.4873 2.4751 -4.0337 0.0 0.0 0.0
C -0.3377 3.2639 -3.9639 0.1 0.0 0.0
C 0.7077 2.9110 -3.1379 0.0 0.0 -0.1
C 0.6429 1.7636 -2.3159 0.1 -0.1 0.1
O 1.6252 1.4797 -1.5165 0.0 0.5 0.1
H -1.0515 -2.4537 -1.9798 0.0 0.0 0.0
H -2.3536 -1.3266 -2.3797 0.1 0.0 0.0
H -0.9945 -1.5061 -3.4888 0.0 0.0 0.0
H 3.2276 -4.1398 0.1157 0.0 0.0 0.0
H 2.5575 -5.6585 0.7240 0.0 0.0 0.0
H 0.9581 -6.9752 -0.6473 0.0 0.0 0.0
H 0.2197 -7.5966 -2.9200 0.0 0.0 0.0
H 0.7356 -6.1135 -4.8400 0.0 0.0 0.0
H 2.0043 -4.0156 -4.4586 0.0 0.0 0.0
H 2.7448 -3.4073 -2.1744 0.0 -0.1 0.0
H -2.4169 0.6770 -3.3620 0.0 0.0 0.0
H -2.3150 2.7529 -4.6761 0.0 0.0 0.0
H -0.2626 4.1690 -4.5586 0.0 0.0 0.0
H 1.6034 3.5174 -3.0637 0.0 0.0 0.0
C 0.8312 7.8839 -1.8038 0.0 0.0 0.0
C 0.7265 6.4998 -1.2215 0.0 0.0 0.0
C 1.8335 5.8488 -0.6962 0.0 0.0 0.0
C 1.6974 4.5712 -0.1674 0.0 -0.1 0.0
N 0.5385 3.9161 -0.1618 -0.3 0.0 0.1
C -0.5225 4.5350 -0.6712 0.2 0.1 -0.1
C -0.4844 5.8178 -1.1957 -0.1 -0.1 0.0
H 1.8708 8.2063 -1.8629 0.0 0.0 0.0
H 0.2872 8.6110 -1.1969 0.0 0.0 0.0
H 0.4081 7.9172 -2.8097 0.0 0.0 0.0
H 2.8077 6.3237 -0.6961 0.0 0.0 0.0
H 2.5429 4.0465 0.2631 0.0 0.0 0.0
H -1.4470 3.9639 -0.7039 0.0 0.0 0.0
H -1.3859 6.2586 -1.6086 0.0 0.0 0.0
F 3.9726 1.2022 0.0051 0.1 -0.1 0.0
P 5.5605 1.7290 0.2781 -0.1 0.1 -0.1
F 5.0552 3.2309 -0.0228 0.0 0.1 0.0
F 5.8390 1.5185 -1.2911 0.0 0.0 -0.1
F 5.9809 0.2078 0.5535 0.0 -0.1 0.0
F 7.0657 2.2431 0.5133 0.1 0.0 0.0
F 5.2027 1.9187 1.8229 0.0 0.0 0.1
F 2.1406 2.3480 1.6712 -0.1 -0.1 -0.3
C -1.6845 1.7896 1.4363 0.0 0.0 -0.1
C -2.6586 1.1171 0.6970 0.1 0.0 0.1
C -2.7709 -0.2976 0.7887 0.0 -0.1 0.0
C -3.7285 -0.9762 0.0766 0.0 0.0 0.0
C -4.6128 -0.2743 -0.7605 -0.1 0.0 0.0
C -4.5057 1.1204 -0.8852 0.0 0.0 0.0
C -3.5481 1.8002 -0.1740 -0.1 0.0 0.0
C -5.6255 -0.9709 -1.4970 0.2 0.1 0.1
N -6.4458 -1.5156 -2.0940 -0.1 -0.1 0.0
H -1.0078 1.2333 2.0766 0.0 0.1 0.0
H -1.5362 2.8548 1.3172 0.0 0.0 0.1
H -2.0467 -0.8382 1.3905 -0.1 0.0 0.0
H -3.7853 -2.0554 0.1383 0.0 0.0 0.0
H -5.1743 1.6468 -1.5543 0.0 0.0 0.0
H -3.4581 2.8754 -0.2776 0.0 0.0 0.0
F -1.7173 -4.9518 7.5215 0.0 0.0 0.0
C -2.3072 -3.7788 7.2180 0.0 0.0 0.0
F -3.5805 -4.0713 6.8587 0.0 0.0 0.0
F -2.4160 -3.0936 8.3848 0.0 0.0 0.0
C -1.5791 -3.0122 6.1705 0.0 0.0 0.0
C -0.4057 -3.4920 5.6032 0.1 0.0 -0.1
C 0.2472 -2.7577 4.6264 0.0 -0.1 0.0
C -0.2591 -1.5255 4.1900 0.0 0.0 0.0
C -1.4468 -1.0583 4.7795 0.0 0.0 0.0
C -2.0968 -1.7905 5.7534 0.0 0.1 -0.1
C 0.3904 -0.7758 3.1680 -0.1 0.0 0.1
C 0.8973 -0.1673 2.2360 -0.1 0.1 0.1
H -0.0014 -4.4446 5.9186 0.0 0.0 0.0
H 1.1512 -3.1346 4.1659 0.0 0.0 0.0
H -1.8479 -0.1072 4.4529 0.0 0.0 0.0
H -3.0139 -1.4128 6.1908 0.0 0.0 0.0
```
Forces are in eV/Å.

Its orbital gap (alpha / beta) is 7.00 / 6.01 eV. As for the total charge: -2. As for the energy relative to the best compared isomer or geometry (same formula, charge and spin): 20.3 kcal per mole. As for the spin multiplicity: 2.

The computed Mulliken charges, all in e, follow:
1. Sc 1.039
2. C -1.865
3. C 0.487
4. N 1.395
5. N -0.811
6. C 0.093
7. S -0.373
8. S -0.099
9. C -1.347
10. C 0.693
11. C -0.416
12. C -0.500
13. C -0.376
14. C -0.722
15. C -0.117
16. C 0.071
17. C -0.440
18. C -1.043
19. C -0.506
20. C -0.157
21. C 0.416
22. O -0.801
23. H 0.408
24. H 0.187
25. H 0.412
26. H 0.469
27. H 0.502
28. H 0.344
29. H 0.357
30. H 0.362
31. H 0.397
32. H 0.399
33. H 0.368
34. H 0.392
35. H 0.388
36. H 0.459
37. C -1.485
38. C 1.396
39. C -1.019
40. C -0.503
41. N 0.153
42. C 0.117
43. C -0.842
44. H 0.358
45. H 0.301
46. H 0.321
47. H 0.356
48. H 0.381
49. H 0.107
50. H 0.353
51. F -0.531
52. P 1.365
53. F -0.381
54. F -0.391
55. F -0.368
56. F -0.362
57. F -0.334
58. F -0.763
59. C -1.387
60. C 1.499
61. C -0.115
62. C -0.671
63. C 0.602
64. C -0.799
65. C -0.547
66. C 0.066
67. N -0.614
68. H 0.272
69. H 0.238
70. H 0.187
71. H 0.443
72. H 0.449
73. H 0.289
74. F -0.297
75. C 0.857
76. F -0.270
77. F -0.273
78. C 0.550
79. C -0.749
80. C -0.468
81. C 0.330
82. C -0.242
83. C -0.997
84. C 0.226
85. C -0.677
86. H 0.411
87. H 0.528
88. H 0.516
89. H 0.349

---

Computed, not measured: one molecule with the formula C6H9BOS in a non-equilibrium geometry, with ωB97M-V with the def2-TZVPD basis set.

Geometry as XYZ:
```
18
Properties=species:S:1:pos:R:3:forces:R:3
C 1.9539 0.3699 0.9428 1.3 1.8 2.6
B 1.3980 0.0426 -0.4217 -2.6 1.4 -0.4
O 2.1139 -0.5129 -1.3864 0.8 -0.9 -1.8
C -0.3197 0.4156 -0.5788 2.1 0.0 -0.9
C -1.0790 1.6009 -0.9687 0.9 -0.2 -0.5
C -2.4024 1.4900 -0.7082 -1.2 -0.1 1.0
S -2.8191 -0.0247 -0.0253 1.2 -0.3 -0.3
C -1.1465 -0.5384 -0.1313 -0.6 -1.3 1.3
C -0.7796 -1.8763 0.5630 -0.6 1.0 -3.4
H 1.2742 -0.0416 1.6744 -0.3 -0.3 0.4
H 1.8788 1.4738 1.2387 0.0 -1.2 -0.8
H 2.9823 0.0647 1.2745 -0.8 0.1 -0.7
H 3.0700 -0.7227 -1.3201 -1.1 0.4 0.5
H -0.6205 2.4101 -1.5320 -0.2 0.2 0.5
H -3.2735 2.1295 -0.5625 0.7 0.6 -1.0
H -1.7503 -2.0661 0.9894 0.3 -1.2 0.9
H -0.4969 -2.6328 -0.2712 -0.3 1.0 1.8
H 0.0164 -1.5815 1.2233 0.2 -0.8 0.6
```
Forces are in eV/Å.

Its orbital gap is 8.92 eV. As for the total charge: 0. As for the energy relative to the best compared isomer or geometry (same formula, charge and spin): 0.0 kcal per mole. As for the SMILES: CB(O)c1ccsc1C.

The computed Mulliken charges, all in e, follow:
1. C -0.874
2. B 0.452
3. O -0.597
4. C -0.003
5. C -0.727
6. C -0.242
7. S -0.144
8. C 0.369
9. C -1.031
10. H 0.293
11. H 0.277
12. H 0.300
13. H 0.332
14. H 0.342
15. H 0.366
16. H 0.419
17. H 0.192
18. H 0.279